Computed, not measured: a single C4H7N3 molecule in a non-equilibrium geometry, with ωB97M-V/def2-TZVPD.

SMILES: [H]/N=C/N(N)CC#C
ΔE to the lowest compared entry with this formula, charge and spin: 478.16 kJ/mol
HOMO level: -9.05 eV
net charge: 0

Last columns: bonded neighbours and bond lengths (Å).
Geometry (Å):
1 C 1.009 -0.472 0.792  C2 1.478, H7 1.161, H8 1.068, N13 1.455
2 C 1.178 -1.323 -0.405  C1 1.478, C3 1.225
3 C 1.016 -1.915 -1.465  C2 1.225, H9 1.074
4 C -0.568 1.399 0.129  H10 1.089, N13 1.395, N14 1.317
5 H -1.380 -0.761 -0.452  N12 1.102
6 H -2.438 0.083 0.779  N12 1.224
7 H 1.817 0.309 0.499  C1 1.161
8 H 1.180 -1.178 1.575  C1 1.068
9 H 1.121 -2.699 -2.190  C3 1.074
10 H -1.562 1.784 0.352  C4 1.089
11 H -0.016 3.036 -0.669  N14 1.000
12 N -1.453 -0.630 0.640  H5 1.102, H6 1.224, N13 1.437
13 N -0.284 0.195 0.775  C1 1.455, C4 1.395, N12 1.437
14 N 0.380 2.171 -0.361  C4 1.317, H11 1.000

Atom charges from the Löwdin analysis, given in e for atoms 1 to 2:
1 C -0.18
2 C -0.14



Computed, not measured: a single C4H7N3 molecule in a non-equilibrium geometry, with ωB97M-V/def2-TZVPD.

SMILES: [H]/N=C(\C#N)NCC
ΔE to the lowest compared entry with this formula, charge and spin: 152.42 kJ/mol
HOMO level: -9.43 eV
net charge: 0

Last columns: bonded neighbours and bond lengths (Å).
Geometry (Å):
1 C 1.500 1.391 -0.746  C2 1.512, H8 1.095, H9 1.096, H10 1.092
2 C 0.871 0.454 0.259  C1 1.512, N3 1.447, H11 1.093, H12 1.098
3 N -0.023 -0.485 -0.384  C2 1.447, C4 1.349, H13 1.012
4 C -1.215 -0.709 0.207  N3 1.349, N5 1.284, C6 1.468
5 N -1.577 -0.249 1.350  C4 1.284, H14 1.016
6 C -1.929 -1.914 -0.232  C4 1.468, N7 1.171
7 N -2.174 -2.853 0.425  C6 1.171
8 H 0.726 1.943 -1.289  C1 1.095
9 H 2.121 0.849 -1.470  C1 1.096
10 H 2.137 2.105 -0.220  C1 1.092
11 H 0.257 0.999 0.982  C2 1.093
12 H 1.631 -0.077 0.848  C2 1.098
13 H 0.188 -0.870 -1.295  N3 1.012
14 H -2.513 -0.582 1.566  N5 1.016

Atom charges from the Löwdin analysis, given in e for atoms 1 to 2:
1 C -0.09
2 C -0.26



Computed, not measured: a single C4H7N3 molecule in a non-equilibrium geometry, with ωB97M-V/def2-TZVPD.

SMILES: CC1=NN=N[C@H]1C
ΔE to the lowest compared entry with this formula, charge and spin: 356.35 kJ/mol
HOMO level: -9.96 eV
net charge: 0

Last columns: bonded neighbours and bond lengths (Å).
Geometry (Å):
1 C -0.824 -1.545 -0.946  C3 1.756, H8 1.092, H9 1.088, H10 1.098
2 N -1.729 -0.021 -0.014  C3 1.430, N7 1.250
3 C -0.372 -0.368 0.276  C1 1.756, N2 1.430, C4 1.396, H11 1.092
4 C 0.264 0.874 0.340  C3 1.396, C5 1.452, N6 1.287
5 C 1.654 1.089 0.700  C4 1.452, H12 1.089, H13 1.093, H14 1.094
6 N -0.601 1.794 0.094  C4 1.287, N7 1.379
7 N -1.822 1.214 -0.182  N2 1.250, N6 1.379
8 H -1.188 -1.048 -1.848  C1 1.092
9 H -1.428 -2.393 -0.630  C1 1.088
10 H 0.164 -1.971 -1.168  C1 1.098
11 H -0.140 -1.090 1.061  C3 1.092
12 H 1.827 2.163 0.666  C5 1.089
13 H 1.886 0.685 1.690  C5 1.093
14 H 2.309 0.616 -0.038  C5 1.094

Atom charges from the Löwdin analysis, given in e for atoms 1 to 2:
1 C 0.00
2 N -0.07



Computed, not measured: a single C4H7N3 molecule in a non-equilibrium geometry, with ωB97M-V/def2-TZVPD.

SMILES: [H]/N=C(\C#N)NCC
ΔE to the lowest compared entry with this formula, charge and spin: 57.57 kJ/mol
HOMO level: -9.59 eV
net charge: 0

Last columns: bonded neighbours and bond lengths (Å).
Geometry (Å):
1 C 0.522 -1.689 -1.168  C2 1.521, H8 1.092, H9 1.094, H10 1.096
2 C 0.559 -1.031 0.203  C1 1.521, N3 1.482, H11 1.097, H12 1.098
3 N -0.534 -0.030 0.228  C2 1.482, C4 1.359, H13 1.012
4 C -0.340 1.263 0.604  N3 1.359, N5 1.275, C6 1.478
5 N 0.807 1.685 0.968  C4 1.275, H14 1.012
6 C -1.507 2.168 0.559  C4 1.478, N7 1.159
7 N -2.320 2.994 0.583  C6 1.159
8 H 0.612 -0.854 -1.866  C1 1.092
9 H -0.434 -2.193 -1.336  C1 1.094
10 H 1.339 -2.388 -1.381  C1 1.096
11 H 1.550 -0.574 0.315  C2 1.097
12 H 0.450 -1.704 1.064  C2 1.098
13 H -1.489 -0.323 0.064  N3 1.012
14 H 0.785 2.677 1.164  N5 1.012

Atom charges from the Löwdin analysis, given in e for atoms 1 to 2:
1 C -0.10
2 C -0.23



Computed, not measured: a single C4H7N3 molecule, with ωB97M-V/def2-TZVPD.

SMILES: Nc1c[nH]c(N)c1
ΔE to the lowest compared entry with this formula, charge and spin: 4.19 kJ/mol
HOMO level: -7.30 eV
net charge: 0

Last columns: bonded neighbours and bond lengths (Å).
Geometry (Å):
1 N 0.771 -2.402 0.270  C2 1.418, H8 1.016, H9 1.014
2 C 0.281 -1.082 0.099  N1 1.418, C3 1.381, N7 1.363
3 C 0.859 0.170 0.175  C2 1.381, C4 1.436, H10 1.087
4 C -0.178 1.132 -0.073  C3 1.436, N5 1.418, C6 1.374
5 N -0.015 2.535 -0.194  C4 1.418, H11 1.015, H12 1.015
6 C -1.339 0.431 -0.295  C4 1.374, N7 1.383, H13 1.084
7 N -1.041 -0.915 -0.185  C2 1.363, C6 1.383, H14 1.007
8 H 1.025 -2.818 -0.622  N1 1.016
9 H 1.589 -2.413 0.869  N1 1.014
10 H 1.920 0.363 0.315  C3 1.087
11 H -0.735 3.064 0.287  N5 1.015
12 H 0.901 2.831 0.129  N5 1.015
13 H -2.330 0.775 -0.570  C6 1.084
14 H -1.707 -1.671 -0.205  N7 1.007

Atom charges from the Löwdin analysis, given in e for atoms 1 to 2:
1 N 0.08
2 C -0.39



Computed, not measured: a single C4H7N3 molecule in a non-equilibrium geometry, with ωB97M-V/def2-TZVPD.

SMILES: [H]/N=C(\C#N)NCC
ΔE to the lowest compared entry with this formula, charge and spin: 56.82 kJ/mol
HOMO level: -9.71 eV
net charge: 0

Last columns: bonded neighbours and bond lengths (Å).
Geometry (Å):
1 C -2.233 0.274 -0.137  C2 1.517, H8 1.094, H9 1.095, H10 1.096
2 C -0.876 -0.381 0.042  C1 1.517, N3 1.461, H11 1.094, H12 1.099
3 N 0.246 0.553 -0.008  C2 1.461, C4 1.366, H13 1.009
4 C 1.477 -0.038 0.042  N3 1.366, N5 1.280, C6 1.467
5 N 1.552 -1.316 0.043  C4 1.280, H14 1.012
6 C 2.718 0.743 0.053  C4 1.467, N7 1.159
7 N 3.820 1.101 0.071  C6 1.159
8 H -2.309 0.788 -1.100  C1 1.094
9 H -2.463 0.982 0.666  C1 1.095
10 H -3.000 -0.508 -0.114  C1 1.096
11 H -0.702 -1.118 -0.747  C2 1.094
12 H -0.834 -0.946 0.983  C2 1.099
13 H 0.100 1.524 0.224  N3 1.009
14 H 2.503 -1.656 -0.017  N5 1.012

Atom charges from the Löwdin analysis, given in e for atoms 1 to 2:
1 C -0.09
2 C -0.28